{"formula": "C5H7NO", "method": "ωB97M-V with the def2-TZVPD basis set", "de_lowest_kj_mol": 322.3, "orbital_gap_ev": 10.926, "lumo_energy_ev": 0.98, "species": ["O", "N", "C", "C", "C", "C", "C", "H", "H", "H", "H", "H", "H", "H"], "coordinates": [[2.9326, 0.1986, -0.5182], [-1.3638, -0.6334, 0.5605], [-0.0755, 1.4142, 0.2099], [-0.1161, -0.0532, -0.0175], [1.9912, 0.4338, -1.1065], [-1.0599, -0.7585, -0.8759], [-0.0420, -1.0981, 1.0028], [0.8272, 1.8596, -0.2427], [0.2496, -0.7867, 2.0036], [-0.9664, 1.8472, -0.2581], [-0.8387, -1.7618, -1.2380], [-1.6653, -0.1405, -1.5355], [0.2325, -2.1158, 0.7258], [-0.1054, 1.5947, 1.2899]], "forces_ev_per_angstrom": [[-0.7, 0.2, -0.3], [-0.3, -0.4, 0.1], [0.6, 0.5, -0.2], [-0.9, 0.3, 0.6], [1.9, -0.6, -0.5], [-0.3, -0.2, -0.3], [0.1, -0.3, 0.3], [-0.7, 0.3, 0.5], [-0.2, -0.1, 0.0], [0.2, 0.1, 0.1], [0.2, 0.1, -0.1], [-0.1, -0.2, 0.2], [0.2, 0.1, 0.0], [0.0, 0.1, -0.2]], "mulliken_charge": [-0.197, -0.554, -1.043, 0.580, 0.094, -0.381, -0.320, 0.353, 0.242, 0.248, 0.245, 0.240, 0.245, 0.248]}